[1]
{"formula": "CHOPS", "method": "wB97M-V/def2-TZVPD", "e_homo_ha": -0.3288, "homo_lumo_gap_ev": 7.4, "charge": 0, "lumo_energy_ev": -1.55, "smiles": "O=PC=S", "relative_energy_ev": 0.329, "symbols": ["O", "P", "C", "S", "H"], "xyz": [[-1.25, -1.51, -0.60], [-1.07, -0.63, 0.56], [0.50, 0.37, 0.17], [0.50, 1.95, -0.09], [1.32, -0.18, -0.04]]}


[2]
{"formula": "CHOPS", "method": "wB97M-V/def2-TZVPD", "e_homo_ha": [-0.2929, -0.3745], "homo_lumo_gap_ev": [8.1, 7.2], "charge": 0, "lumo_energy_ev": [0.16, -3.02], "relative_energy_ev": 0.000, "spin_multiplicity": 3, "symbols": ["C", "O", "P", "S", "H"], "xyz": [[-0.10, 0.72, -0.22], [0.54, 1.08, -1.13], [-0.69, -0.95, 0.46], [0.69, -2.25, 0.17], [-0.44, 1.40, 0.71]]}


[3]
{"formula": "CI3O2S", "method": "wB97M-V/def2-TZVPD", "e_homo_ha": [-0.1569, -0.1568], "homo_lumo_gap_ev": [6.8, 6.8], "charge": -1, "lumo_energy_ev": [2.55, 2.56], "relative_energy_ev": 1.473, "symbols": ["C", "O", "O", "S", "I", "I", "I"], "xyz": [[-1.66, 0.09, 0.73], [2.30, -0.96, -1.15], [2.82, 0.67, 0.61], [1.86, -0.24, 0.02], [-1.29, -1.89, -0.13], [-0.22, 1.43, -0.51], [-3.80, 0.90, 0.43]]}


[4]
{"formula": "CN2O2S", "method": "wB97M-V/def2-TZVPD", "e_homo_ha": -0.3636, "homo_lumo_gap_ev": 9.8, "charge": 0, "lumo_energy_ev": -0.06, "smiles": "S=c1onno1", "relative_energy_ev": 3.297, "symbols": ["S", "C", "O", "N", "N", "O"], "xyz": [[1.59, 0.00, 1.69], [0.49, 0.01, 0.52], [0.67, 0.29, -0.79], [-0.53, 0.18, -1.45], [-1.40, -0.17, -0.62], [-0.83, -0.31, 0.63]]}


[5]
{"formula": "CN2O2S", "method": "wB97M-V/def2-TZVPD", "e_homo_ha": [-0.3904, -0.3870], "homo_lumo_gap_ev": [7.9, 7.8], "charge": 0, "lumo_energy_ev": [-2.68, -2.73], "relative_energy_ev": 6.647, "symbols": ["C", "N", "N", "O", "O", "S"], "xyz": [[-1.21, 0.26, -0.11], [-2.32, 0.26, 0.14], [1.14, -0.21, 0.11], [2.11, 0.55, 0.27], [-0.31, 0.91, -0.45], [0.59, -1.77, 0.05]]}


[6]
{"formula": "CN2O3S", "method": "wB97M-V/def2-TZVPD", "e_homo_ha": [-0.3889, -0.3668], "homo_lumo_gap_ev": [8.4, 8.1], "charge": 0, "lumo_energy_ev": [-2.17, -1.87], "relative_energy_ev": 1.738, "symbols": ["C", "N", "N", "O", "O", "O", "S"], "xyz": [[-1.21, 0.31, 0.98], [-0.70, 0.48, 2.02], [1.37, -0.41, -0.29], [1.78, -0.74, -1.35], [1.83, -0.17, 0.75], [-1.76, 0.82, -1.44], [-1.31, -0.29, -0.66]]}